Entry from the OMol25 dataset: a 9-piece molecular cluster, C38H46F15N3O10 overall at a distorted geometry (ωB97M-V/def2-TZVPD).

frontier orbital gap	8.328	eV
SMILES string	CCOC(=O)C(F)(F)F.CCOC(=O)C(F)(F)F.CCOC(=O)C(F)(F)F.CCOC(=O)C(F)(F)F.CCOC(=O)C(F)(F)F.c1cc[nH]c1.c1cc[nH]c1.c1cc[nH]c1.c1ccccc1
HOMO energy	-8.19	eV
ΔE to the lowest compared entry with this formula, charge and spin	0.0	kcal/mol
LUMO	0.1353	eV
strongest force on any atom	6.55	eV/A

The geometry in XYZ format:
```
112
Properties=species:S:1:pos:R:3:lowdin_charge:R:1
C -0.46 -2.48 3.51 -0.060
C 0.60 -3.29 2.72 -0.152
O 0.27 -4.71 2.71 0.004
C 0.45 -5.47 3.80 -0.354
O 0.72 -5.11 4.94 0.146
C -0.19 -6.87 3.60 -0.523
F -1.31 -7.02 4.33 0.169
F -0.48 -7.05 2.26 0.114
F 0.65 -7.81 3.95 0.183
H -0.70 -1.54 3.00 0.061
H -0.20 -2.39 4.56 0.074
H -1.49 -2.83 3.57 0.076
H 1.61 -3.22 3.14 0.120
H 0.59 -3.02 1.67 0.112
C -1.27 -3.93 -4.46 -0.072
C -0.67 -4.47 -3.18 -0.179
O -1.24 -3.66 -2.10 -0.037
C -2.22 -4.16 -1.21 -0.276
O -2.69 -5.29 -1.22 0.145
C -2.76 -3.11 -0.21 -0.538
F -1.83 -2.79 0.75 0.132
F -3.03 -2.04 -0.94 0.177
F -3.87 -3.54 0.36 0.192
H -0.89 -4.29 -5.42 0.079
H -1.08 -2.86 -4.46 0.065
H -2.34 -4.13 -4.44 0.075
H 0.42 -4.51 -3.20 0.122
H -1.08 -5.46 -2.96 0.110
C 0.39 7.06 5.35 -0.051
C 1.78 6.59 4.95 -0.243
O 1.88 6.34 3.59 0.005
C 2.03 7.33 2.65 -0.255
O 2.22 8.56 2.96 0.097
C 2.04 6.94 1.17 -0.440
F 1.00 7.60 0.45 0.084
F 3.17 7.38 0.50 0.125
F 1.89 5.64 1.03 0.176
H -0.33 6.27 5.17 0.081
H 0.14 7.95 4.77 0.077
H 0.39 7.39 6.39 0.085
H 1.83 5.62 5.44 0.121
H 2.59 7.27 5.19 0.131
C -2.01 2.29 -3.56 -0.031
C -2.31 0.80 -4.17 -0.157
O -3.67 0.41 -3.82 -0.002
C -4.10 -0.93 -3.75 -0.314
O -3.42 -1.89 -3.85 0.169
C -5.57 -0.97 -3.27 -0.601
F -6.06 -2.20 -3.28 0.168
F -5.74 -0.45 -2.08 0.205
F -6.33 -0.33 -4.14 0.174
H -2.15 2.20 -2.48 0.064
H -2.67 2.93 -4.15 0.062
H -1.08 2.83 -3.72 0.064
H -1.56 0.08 -3.83 0.090
H -2.04 0.79 -5.22 0.110
C 3.60 -1.96 -7.48 -0.071
C 4.78 -2.02 -6.58 -0.198
O 5.12 -0.74 -5.98 0.024
C 4.48 -0.26 -4.90 -0.365
O 3.45 -0.66 -4.45 0.153
C 5.17 1.02 -4.38 -0.570
F 4.64 2.02 -5.08 0.180
F 4.88 1.27 -3.12 0.179
F 6.50 1.02 -4.53 0.170
H 3.62 -1.03 -8.05 0.086
H 2.58 -2.05 -7.10 0.080
H 3.68 -2.76 -8.22 0.081
H 5.73 -2.33 -7.03 0.128
H 4.66 -2.82 -5.86 0.125
C -0.74 2.52 4.47 -0.091
C -1.88 2.34 5.24 -0.152
C -1.66 2.24 6.62 -0.102
N -0.30 2.32 6.69 -0.025
C 0.28 2.41 5.44 -0.128
H -0.59 2.73 3.43 0.078
H -2.85 2.19 4.78 0.077
H -2.29 2.01 7.47 0.107
H 0.21 2.29 7.56 0.144
H 1.36 2.39 5.45 0.099
C -4.06 1.24 2.25 -0.113
C -4.27 0.01 2.78 -0.161
C -5.53 -0.42 2.51 -0.136
N -6.07 0.52 1.72 -0.001
C -5.21 1.50 1.47 -0.127
H -3.14 1.80 2.25 0.081
H -3.61 -0.48 3.48 0.096
H -6.04 -1.30 2.89 0.114
H -7.01 0.48 1.35 0.157
H -5.47 2.38 0.90 0.109
C 3.70 -1.67 -0.91 -0.134
C 4.56 -2.64 -0.48 -0.158
C 4.84 -2.56 0.86 -0.117
N 4.13 -1.44 1.22 -0.003
C 3.46 -0.85 0.13 -0.100
H 3.45 -1.72 -1.96 0.090
H 4.94 -3.44 -1.10 0.092
H 5.20 -3.30 1.55 0.107
H 4.06 -1.06 2.15 0.137
H 2.82 0.01 0.25 0.097
C -0.31 0.47 -0.15 -0.099
C 0.22 -0.09 -1.33 -0.080
C 1.20 0.59 -2.05 -0.107
C 1.59 1.85 -1.62 -0.094
C 0.97 2.52 -0.51 -0.043
C -0.02 1.76 0.19 -0.094
H -1.06 -0.04 0.44 0.089
H -0.12 -1.05 -1.71 0.092
H 1.63 0.23 -2.97 0.086
H 2.29 2.46 -2.16 0.094
H 1.30 3.51 -0.25 0.076
H -0.61 2.13 1.02 0.075
```



Entry from the OMol25 dataset: one molecule with the formula C7H10NP at a distorted geometry (ωB97M-V/def2-TZVPD).

frontier orbital gap (spin up / spin down)	6.984 / 6.984	eV
HOMO energy (spin up / spin down)	-7.62 / -7.62	eV
ΔE to the lowest compared entry with this formula, charge and spin	85.6	kcal/mol
LUMO (spin up / spin down)	-0.6322 / -0.6320	eV
strongest force on any atom	4.17	eV/A

The geometry in XYZ format:
```
19
Properties=species:S:1:pos:R:3:lowdin_charge:R:1
C -0.02 1.63 0.05 -0.115
C -1.32 1.61 -0.22 -0.203
C 1.19 -0.50 -0.84 -0.151
C 0.19 -1.68 -0.53 -0.299
C 0.24 -0.42 1.45 -0.281
C 0.95 0.42 0.37 -0.329
C -0.70 -1.41 0.69 -0.313
N -3.46 -0.35 -0.09 -0.166
P -1.92 -0.09 0.03 0.986
H 0.60 2.58 -0.24 0.145
H -1.95 2.39 -0.14 0.029
H 2.16 -0.77 -0.90 0.060
H 0.91 0.04 -1.77 0.116
H -0.40 -1.83 -1.52 0.104
H 0.65 -2.73 -0.40 0.114
H 0.91 -1.07 2.15 0.142
H -0.38 0.23 2.09 0.084
H 1.87 0.97 0.73 0.134
H -3.94 0.47 -0.29 -0.057
```



The lowest strongest force on any atom belongs to which entry? C7H10NP



Which formula does entry 1 have? C38H46F15N3O10



Which formula does entry 1 have? C38H46F15N3O10



Number 2 is which compound? C7H10NP